{"formula": "C24H29AsKN2PSe2", "method": "ωB97M-V with the def2-TZVPD basis set", "lumo_ev": 0.2, "gap_ha": 0.287, "species": ["K", "C", "C", "C", "C", "C", "C", "H", "H", "H", "H", "H", "H", "Se", "P", "Se", "C", "C", "C", "C", "C", "C", "C", "C", "C", "C", "C", "C", "H", "H", "H", "H", "H", "H", "H", "H", "H", "H", "C", "As", "C", "C", "H", "H", "H", "H", "H", "H", "H", "H", "H", "N", "C", "C", "C", "N", "H", "H", "H", "H"], "xyz": [[-0.496, 1.345, -0.921], [-1.852, 3.893, -0.052], [-2.706, 2.893, 0.400], [-3.426, 2.129, -0.515], [-3.293, 2.364, -1.877], [-2.430, 3.360, -2.333], [-1.712, 4.124, -1.420], [-1.279, 4.474, 0.659], [-2.787, 2.684, 1.459], [-4.071, 1.336, -0.159], [-3.849, 1.763, -2.585], [-2.319, 3.538, -3.394], [-1.037, 4.893, -1.772], [1.907, 1.107, 0.939], [0.667, -0.374, 1.966], [-1.264, -0.884, 1.098], [0.445, 0.231, 3.676], [-0.822, 0.378, 4.225], [-0.973, 0.827, 5.534], [0.138, 1.125, 6.301], [1.412, 0.971, 5.757], [1.562, 0.533, 4.456], [1.610, -1.902, 2.269], [2.935, -2.026, 1.877], [3.644, -3.189, 2.165], [3.033, -4.222, 2.852], [1.703, -4.099, 3.249], [0.994, -2.950, 2.954], [-1.685, 0.135, 3.618], [-1.967, 0.935, 5.950], [0.015, 1.472, 7.319], [2.281, 1.197, 6.362], [2.559, 0.434, 4.043], [3.404, -1.206, 1.347], [4.677, -3.278, 1.852], [3.584, -5.125, 3.082], [1.221, -4.906, 3.786], [-0.046, -2.878, 3.248], [-1.903, -0.638, -4.922], [-1.644, -0.772, -2.982], [-0.385, -2.269, -2.985], [-3.284, -1.765, -2.572], [-2.220, -1.596, -5.336], [-0.960, -0.347, -5.385], [-2.654, 0.118, -5.146], [-0.747, -3.083, -3.611], [-0.249, -2.608, -1.958], [0.569, -1.901, -3.363], [-3.391, -2.638, -3.216], [-4.142, -1.107, -2.713], [-3.252, -2.086, -1.531], [2.571, 0.691, -2.398], [3.624, 0.774, -3.223], [3.165, 1.289, -4.414], [1.788, 1.462, -4.203], [1.425, 1.104, -2.978], [2.534, 0.484, -1.400], [4.603, 0.477, -2.887], [3.738, 1.485, -5.303], [1.039, 1.823, -4.892]], "forces_ev_per_a": [[0.100, 0.181, -0.271], [-0.086, 0.001, -0.073], [-0.048, 0.037, -0.100], [0.000, 0.104, 0.070], [0.042, 0.113, -0.008], [-0.119, -0.015, 0.123], [-0.065, 0.011, 0.086], [-0.003, 0.020, -0.005], [-0.014, 0.016, 0.007], [-0.007, 0.000, -0.010], [-0.002, 0.011, -0.010], [0.002, -0.008, -0.009], [-0.004, 0.010, 0.001], [0.106, -0.294, 0.408], [-0.194, 0.138, -0.102], [0.357, -0.071, 0.231], [-0.193, 0.094, 0.123], [0.048, 0.012, 0.000], [-0.079, -0.037, -0.080], [0.080, -0.043, -0.072], [-0.181, 0.062, 0.187], [0.176, -0.031, -0.120], [0.113, -0.075, -0.086], [0.031, -0.076, 0.008], [-0.006, 0.133, -0.062], [-0.115, -0.041, 0.073], [0.145, -0.033, -0.041], [-0.074, -0.035, 0.008], [-0.031, 0.002, 0.029], [0.003, 0.014, -0.004], [0.034, 0.000, 0.009], [0.043, -0.001, -0.055], [-0.037, -0.030, -0.068], [0.028, -0.012, 0.011], [0.002, -0.003, 0.004], [0.006, 0.001, -0.006], [-0.009, -0.003, -0.004], [0.000, 0.104, -0.024], [0.052, -0.051, 0.015], [-0.165, -0.274, -0.167], [-0.040, 0.158, 0.019], [0.077, 0.023, -0.003], [-0.006, 0.007, -0.007], [-0.018, 0.030, -0.010], [0.001, 0.002, -0.017], [0.016, -0.025, 0.013], [0.003, -0.038, -0.008], [0.023, -0.059, -0.007], [0.007, 0.006, -0.011], [-0.028, -0.029, 0.022], [-0.017, 0.012, 0.007], [-0.530, 0.022, 0.001], [0.129, 0.109, 0.205], [-0.023, -0.198, -0.012], [-0.195, 0.009, -0.066], [0.459, 0.083, -0.011], [0.163, -0.109, -0.029], [0.034, 0.041, -0.079], [-0.023, 0.004, -0.019], [0.034, 0.022, -0.005]]}



{"formula": "C2H3NOS", "method": "ωB97M-V with the def2-TZVPD basis set", "lumo_ev": [-0.3, -0.3], "gap_ha": [0.308, 0.308], "species": ["N", "C", "O", "H", "C", "S", "H", "H"], "xyz": [[-1.335, 1.319, 0.052], [-1.291, 0.305, 0.680], [-1.091, -0.770, 1.066], [-1.544, 2.262, 0.190], [1.225, -0.803, -0.561], [1.708, -0.142, 0.841], [1.114, -1.980, -0.754], [1.213, -0.192, -1.514]], "forces_ev_per_a": [[-0.054, -0.473, -0.586], [0.380, -0.033, -0.478], [-0.837, -0.560, 0.780], [-0.335, 1.081, 0.434], [1.286, -1.393, -0.902], [-0.072, -0.663, -1.101], [-0.003, 2.682, 0.702], [-0.366, -0.641, 1.151]]}



{"formula": "C2H2N2O", "method": "ωB97M-V with the def2-TZVPD basis set", "lumo_ev": [-0.4, -0.4], "gap_ha": [0.339, 0.339], "species": ["C", "N", "C", "N", "O", "H", "H"], "xyz": [[-0.068, -0.289, -0.176], [-0.890, -1.269, -0.196], [-2.057, -0.974, 0.349], [-2.512, 0.011, 0.854], [-3.298, 0.700, 1.455], [-0.451, 0.574, 0.485], [0.889, -0.582, -0.417]], "forces_ev_per_a": [[-2.396, -0.060, 2.569], [1.234, -0.586, -1.280], [-1.127, 1.547, 0.715], [-2.096, -0.955, 0.846], [0.567, 0.077, -0.393], [1.484, -0.465, -1.556], [2.334, 0.442, -0.901]]}



The calculation returns the following energy relative to the best compared isomer or geometry (same formula, charge and spin) values, one per record and in order: 2.0, 139.6, 472.0 kJ/mol.
The calculation returns the following calculated total energy values, one per record and in order: -245486.4643, -16493.7518, -7128.9518 eV.